[1]
Below is a molecular structure, C37H57N4OPTeTi, with properties calculated with ωB97M-V with the def2-TZVPD basis set.

Cartesian coordinates (Å):
Ti 0.666 -0.345 0.081
C 0.891 0.203 2.275
C 0.545 -1.181 2.379
C -0.739 -1.321 1.718
C -1.155 0.004 1.353
C -0.201 0.953 1.749
C -0.281 2.459 1.665
C 0.832 2.943 0.730
C -0.075 3.015 3.083
C -1.637 2.904 1.120
C -1.787 -2.438 1.571
C -1.268 -3.876 1.474
C -2.687 -2.336 2.825
C -2.710 -2.160 0.358
C 1.357 -2.127 3.263
C 1.917 -3.350 2.533
C 0.439 -2.565 4.424
C 2.538 -1.376 3.886
H 1.794 0.637 2.677
H -2.110 0.223 0.899
H 1.823 2.592 1.037
H 0.875 4.033 0.706
H 0.615 2.623 -0.298
H 0.924 2.800 3.465
H -0.808 2.607 3.778
H -0.196 4.099 3.066
H -1.852 2.453 0.145
H -1.637 3.987 0.996
H -2.444 2.653 1.810
H -0.740 -4.195 2.367
H -0.602 -4.087 0.623
H -2.121 -4.542 1.351
H -2.153 -2.562 3.743
H -3.506 -3.050 2.728
H -3.121 -1.339 2.916
H -2.192 -1.803 -0.537
H -3.474 -1.420 0.599
H -3.237 -3.075 0.093
H 1.197 -3.864 1.906
H 2.286 -4.066 3.268
H 2.765 -3.051 1.924
H -0.282 -3.322 4.129
H -0.091 -1.720 4.867
H 1.065 -3.003 5.202
H 3.205 -0.950 3.135
H 3.135 -2.082 4.463
H 2.209 -0.592 4.571
O 0.225 -2.063 -0.865
C 0.100 -2.085 -2.320
C 0.861 -0.901 -2.836
C 1.403 -0.903 -4.104
C 2.080 0.226 -4.550
C 2.193 1.320 -3.702
C 1.642 1.243 -2.442
N 0.975 0.155 -1.996
H -0.250 -2.809 -0.451
H -0.962 -2.007 -2.566
H 0.493 -3.027 -2.697
H 1.305 -1.777 -4.735
H 2.525 0.243 -5.537
H 2.719 2.215 -4.003
H 1.752 2.068 -1.752
C -4.962 4.318 -3.702
N -5.622 2.940 -3.500
C -5.596 2.200 -4.851
N -4.266 2.113 -5.339
C -3.687 3.446 -5.498
N -3.652 4.166 -4.225
C -2.711 3.583 -3.274
P -3.126 1.822 -2.811
C -4.927 2.151 -2.428
C -3.417 1.221 -4.555
H -4.962 4.820 -2.735
H -5.601 4.860 -4.399
H -6.597 3.084 -3.227
H -6.222 2.781 -5.527
H -6.038 1.218 -4.689
H -4.288 4.013 -6.209
H -2.678 3.360 -5.895
H -2.679 4.199 -2.372
H -1.711 3.607 -3.712
H -5.017 2.708 -1.494
H -5.462 1.208 -2.311
H -3.866 0.226 -4.528
H -2.454 1.124 -5.060
C 4.647 -2.607 0.398
Te 3.518 -0.891 -0.258
C 4.782 0.215 1.081
C 5.430 -0.818 1.972
C 6.125 -0.414 3.107
C 6.718 -1.362 3.927
C 6.612 -2.713 3.623
C 5.918 -3.122 2.494
C 5.333 -2.171 1.662
H 5.330 -2.740 -0.444
H 4.023 -3.492 0.486
H 4.196 0.952 1.628
H 5.488 0.736 0.433
H 6.207 0.638 3.352
H 7.261 -1.046 4.807
H 7.073 -3.451 4.265
H 5.848 -4.175 2.253

Values from the calculation:
- HOMO energy (eV) = -17.77
- 2S+1 = 1
- LUMO level (eV) = -12.511
- electronic energy (hartree) = -3195.80386
- orbital gap (Ha) = 0.1933
- total charge = +4

[2]
Below is 11 unconnected molecules or ions with the total composition C37H58BCl30F3NO8P, with properties calculated with ωB97M-V with the def2-TZVPD basis set.

Cartesian coordinates (Å):
C -1.525 1.623 3.600
C -1.242 2.124 2.422
C -0.412 1.372 1.368
C 0.684 0.462 1.982
O 1.589 -0.062 1.027
C 1.460 -1.423 0.630
C 0.022 -2.023 0.577
C -0.480 -2.807 1.820
C -2.041 -2.997 1.892
C -2.866 -1.686 1.832
C -4.202 -1.763 2.613
C -5.211 -0.690 2.132
O -4.744 0.663 2.327
C -5.305 1.239 3.409
O -5.469 0.678 4.424
C -5.728 2.709 3.366
C -4.819 3.629 3.582
C 1.953 -1.370 -0.904
C 2.743 -2.609 -1.379
C 2.584 -2.724 -2.939
C 3.874 -3.309 -3.584
O 3.522 -4.292 -4.591
C 4.653 -4.631 -5.288
C 5.317 -3.672 -6.279
O 5.117 -5.699 -5.156
O 2.500 -0.114 -1.215
C 3.914 0.030 -1.231
N 4.228 1.341 -0.626
C 3.740 2.457 -1.441
C 3.373 3.612 -0.431
C 3.215 5.011 -1.108
B 4.581 0.094 -2.709
O 3.851 0.365 -3.854
O 5.958 -0.099 -2.790
C 2.410 -2.220 1.550
F 3.708 -1.909 1.359
F 2.333 -3.551 1.433
F 2.198 -1.958 2.863
P 1.720 1.547 3.178
C 3.497 0.963 3.138
C 1.801 3.317 2.592
H -2.241 2.160 4.227
H -1.021 0.714 3.945
H -1.617 3.098 2.090
H 0.110 2.084 0.701
H -1.146 0.846 0.733
H 0.200 -0.247 2.666
H -0.711 -1.267 0.253
H 0.039 -2.758 -0.251
H -0.075 -3.833 1.745
H -0.170 -2.410 2.796
H -2.239 -3.445 2.886
H -2.294 -3.699 1.082
H -2.275 -0.805 2.127
H -3.129 -1.513 0.765
H -4.023 -1.609 3.690
H -4.677 -2.733 2.390
H -5.421 -0.792 1.052
H -6.174 -0.819 2.651
H -6.798 2.980 3.161
H -3.756 3.374 3.568
H -5.064 4.677 3.760
H 1.019 -1.401 -1.497
H 3.792 -2.658 -1.061
H 2.267 -3.532 -1.001
H 2.371 -1.735 -3.373
H 1.757 -3.402 -3.224
H 4.481 -3.796 -2.798
H 4.439 -2.491 -4.064
H 6.323 -4.010 -6.556
H 5.424 -2.654 -5.868
H 4.688 -3.592 -7.181
H 4.514 -0.697 -0.657
H 3.670 1.371 0.230
H 2.816 2.254 -2.008
H 4.515 2.907 -2.096
H 2.372 3.330 -0.048
H 4.094 3.580 0.400
H 2.137 5.211 -1.202
H 3.630 5.804 -0.472
H 3.638 4.978 -2.123
H 4.412 0.969 -4.369
H 6.162 -0.754 -2.108
H 4.137 1.862 3.219
H 3.781 0.471 2.192
H 3.736 0.278 3.960
H 1.723 3.947 3.497
H 0.995 3.642 1.923
H 2.812 3.507 2.192
Cl 1.012 3.094 -3.830
C 0.032 4.509 -3.455
Cl -0.631 4.387 -1.820
Cl 0.992 5.977 -3.630
H -0.794 4.553 -4.154
Cl -7.524 4.461 4.257
C -8.741 5.723 4.519
Cl -9.512 5.523 6.097
Cl -8.025 7.333 4.386
H -9.502 5.625 3.754
Cl 6.288 -7.461 -1.240
C 7.099 -7.860 -2.758
Cl 8.618 -6.970 -2.904
Cl 7.382 -9.599 -2.874
H 6.452 -7.564 -3.577
Cl 0.020 -4.760 7.013
C -0.250 -4.920 5.275
Cl -1.945 -4.617 4.877
Cl 0.799 -3.823 4.376
H -0.009 -5.935 4.985
Cl -0.811 -0.389 6.116
C -2.051 0.287 7.176
Cl -1.947 2.050 7.216
Cl -3.658 -0.229 6.660
H -1.878 -0.085 8.179
Cl 4.431 -7.053 -9.888
C 3.239 -6.424 -8.751
Cl 3.287 -4.654 -8.715
Cl 1.621 -6.992 -9.165
H 3.486 -6.788 -7.760
Cl -6.972 5.941 1.430
C -7.736 7.030 0.267
Cl -6.997 8.631 0.338
Cl -7.636 6.368 -1.367
H -8.782 7.127 0.530
Cl -10.042 10.282 5.962
C -10.041 9.300 7.430
Cl -8.997 10.018 8.659
Cl -11.683 9.100 8.047
H -9.649 8.320 7.181
Cl 2.488 -2.144 -12.453
C 2.488 -1.519 -10.802
Cl 3.641 -0.191 -10.636
Cl 0.867 -1.003 -10.330
H 2.795 -2.318 -10.139
Cl -1.808 -4.600 -1.625
C -1.158 -4.406 -3.257
Cl -2.323 -4.961 -4.459
Cl -0.709 -2.723 -3.554
H -0.265 -5.016 -3.341

Values from the calculation:
- HOMO energy (eV) = -7.47
- 2S+1 = 1
- LUMO level (eV) = 0.067
- SMILES = C=CC[C@@H](O[C@@](CCCCCCOC(=O)C=C)([C@H](CCCOC(C)=O)O[C@H](NCCC)B(O)O)C(F)(F)F)P(C)C.ClC(Cl)Cl.ClC(Cl)Cl.ClC(Cl)Cl.ClC(Cl)Cl.ClC(Cl)Cl.ClC(Cl)Cl.ClC(Cl)Cl.ClC(Cl)Cl.ClC(Cl)Cl.ClC(Cl)Cl
- electronic energy (hartree) = -16572.75868
- orbital gap (Ha) = 0.2770
- total charge = 0

[3]
Below is 7 unconnected molecules or ions with the total composition C37H58ClN3O21, with properties calculated with ωB97M-V with the def2-TZVPD basis set.

Cartesian coordinates (Å):
N 1.940 -0.984 -1.818
C 2.738 0.295 -1.734
C 1.722 1.546 -1.709
C 1.754 2.426 -0.362
C 2.023 1.591 0.981
C 1.053 2.023 2.224
C 1.562 3.363 2.955
O 0.524 4.306 3.321
C -0.231 4.777 2.196
Cl 0.763 5.537 0.854
C -1.190 5.967 2.773
C -2.641 5.924 2.053
C -3.731 5.345 3.072
O -4.936 5.661 2.866
O -3.466 4.517 4.190
C 2.303 2.963 4.350
N 3.591 2.255 4.100
C 1.320 2.246 5.401
C 2.054 1.425 6.569
C 2.373 -0.106 6.204
C 1.065 -1.036 6.049
N 1.495 -2.252 5.293
C 2.233 -2.367 4.052
C 2.545 -3.797 3.572
C 1.865 -4.652 4.695
C 1.235 -3.645 5.686
H 1.753 -1.090 -2.833
H 0.989 -0.837 -1.419
H 3.523 0.293 -0.905
H 3.328 0.348 -2.727
H 0.637 1.227 -1.960
H 2.031 2.230 -2.593
H 0.713 2.922 -0.268
H 2.497 3.303 -0.500
H 3.121 1.722 1.292
H 1.864 0.452 0.852
H -0.016 2.061 1.825
H 1.091 1.112 2.941
H 2.398 3.805 2.299
H -0.973 3.988 1.783
H -1.294 5.881 3.915
H -0.679 6.988 2.592
H -2.612 5.278 1.110
H -2.899 6.999 1.718
H -2.575 4.103 4.143
H 2.590 3.982 4.823
H 3.459 1.297 3.755
H 4.213 2.304 4.915
H 0.727 3.094 5.924
H 0.536 1.555 4.938
H 3.009 1.959 6.895
H 1.344 1.403 7.485
H 2.984 -0.547 7.073
H 3.060 -0.102 5.293
H 0.163 -0.504 5.597
H 0.802 -1.397 7.117
H 2.539 -1.366 3.570
H 3.123 -4.077 2.635
H 1.896 -5.797 4.688
H 0.648 -4.025 6.598
O -8.949 4.416 -2.155
C -8.457 4.514 -1.065
O -8.902 5.354 -0.093
C -8.213 5.013 1.103
C -6.967 4.354 0.597
O -7.380 3.797 -0.644
H -8.001 5.902 1.698
H -8.837 4.333 1.690
H -6.160 5.069 0.413
H -6.604 3.576 1.270
O 1.692 -8.064 5.065
C 1.579 -8.413 3.923
O 1.098 -9.624 3.529
C 0.909 -9.558 2.120
C 1.854 -8.473 1.703
O 1.916 -7.644 2.854
H 1.140 -10.516 1.651
H -0.136 -9.306 1.916
H 2.856 -8.851 1.485
H 1.492 -7.914 0.842
O -5.163 0.395 -4.438
C -6.192 1.011 -4.463
O -7.247 0.778 -3.636
C -8.167 1.848 -3.822
C -7.835 2.345 -5.195
O -6.454 2.034 -5.323
H -9.196 1.494 -3.745
H -7.992 2.602 -3.052
H -8.390 1.819 -5.977
H -8.003 3.418 -5.302
O 2.064 -0.001 -4.534
C 1.350 -0.373 -5.428
O 1.224 0.262 -6.626
C 0.480 -0.600 -7.475
C -0.281 -1.455 -6.512
O 0.566 -1.482 -5.372
H -0.176 -0.027 -8.132
H 1.177 -1.179 -8.087
H -1.242 -1.015 -6.229
H -0.453 -2.463 -6.893
O 2.929 -1.351 -9.760
C 3.727 -1.102 -8.900
O 4.986 -0.642 -9.129
C 5.526 -0.259 -7.872
C 4.730 -1.074 -6.900
O 3.487 -1.247 -7.568
H 6.593 -0.478 -7.825
H 5.377 0.817 -7.737
H 5.173 -2.058 -6.717
H 4.590 -0.565 -5.945
O 3.014 -7.741 -0.789
C 2.695 -6.586 -0.864
O 1.418 -6.151 -1.039
C 1.426 -4.741 -0.847
C 2.847 -4.368 -1.140
O 3.565 -5.543 -0.784
H 0.719 -4.253 -1.519
H 1.141 -4.523 0.187
H 3.014 -4.159 -2.201
H 3.183 -3.513 -0.553

Values from the calculation:
- HOMO energy (eV) = -7.60
- 2S+1 = 1
- LUMO level (eV) = 0.066
- SMILES = NCCCCC[C@@H](O[C@H](Cl)CCC(=O)O)[C@H](N)CCCCn1cccc1.O=C1OCCO1.O=C1OCCO1.O=C1OCCO1.O=C1OCCO1.O=C1OCCO1.O=C1OCCO1
- electronic energy (hartree) = -3648.99703
- orbital gap (Ha) = 0.2818
- total charge = 0

[4]
Below is a molecular structure, C37H58GeN3O6RuS2Se2Si, with properties calculated with ωB97M-V with the def2-TZVPD basis set.

Cartesian coordinates (Å):
Ru 1.296 -0.613 0.383
C 0.843 -0.247 2.504
Si -1.068 0.015 2.492
C -2.005 1.550 1.644
N -1.704 1.839 0.252
C -2.362 0.992 -0.737
C -3.377 1.742 -1.605
C -4.188 2.690 -0.729
C -3.261 3.761 -0.140
C -1.811 3.236 -0.097
C -2.339 -1.254 3.168
C -3.676 -0.926 3.352
C -4.620 -1.871 3.712
C -4.232 -3.185 3.917
C -2.902 -3.531 3.747
C -1.973 -2.578 3.369
C -0.977 1.021 4.220
C -0.369 2.271 4.291
C -0.415 3.046 5.436
C -1.083 2.588 6.560
C -1.664 1.332 6.529
C -1.598 0.569 5.376
H 1.142 -1.197 2.957
H 1.421 0.558 2.972
H -1.745 2.438 2.217
H -3.084 1.398 1.779
H -2.864 0.173 -0.220
H -1.596 0.543 -1.381
H -4.030 1.017 -2.097
H -2.869 2.317 -2.384
H -4.650 2.113 0.075
H -4.994 3.151 -1.309
H -3.589 4.021 0.867
H -3.293 4.670 -0.748
H -1.218 3.818 0.614
H -1.339 3.361 -1.076
H -3.984 0.103 3.223
H -5.658 -1.579 3.842
H -4.967 -3.933 4.196
H -2.592 -4.555 3.903
H -0.946 -2.865 3.216
H 0.151 2.647 3.418
H 0.062 4.020 5.457
H -1.140 3.196 7.456
H -2.178 0.950 7.404
H -2.056 -0.410 5.370
O 4.725 4.330 2.431
C 4.846 3.913 1.093
C 4.037 2.646 0.724
C 4.318 2.400 -0.775
O 3.501 1.454 -1.375
C 4.542 1.517 1.622
Se 4.014 -0.395 1.196
C 2.562 2.944 0.961
Se 1.066 1.755 0.257
H 4.706 3.535 2.976
H 5.907 3.724 0.855
H 4.511 4.761 0.490
H 5.381 2.130 -0.883
H 4.130 3.335 -1.314
H 3.656 0.591 -0.944
H 4.195 1.664 2.648
H 5.635 1.510 1.613
H 2.314 3.906 0.501
H 2.379 3.020 2.035
C -0.559 -1.881 -6.260
C -1.080 -1.614 -4.851
C -0.500 -2.572 -3.811
C 0.957 -2.303 -3.463
Ge 1.440 -0.778 -2.201
C 0.830 0.998 -3.121
C 1.655 1.275 -4.358
C 1.308 2.612 -5.022
C -0.067 2.609 -5.684
H -0.998 -1.178 -6.968
H -0.809 -2.891 -6.582
H 0.522 -1.773 -6.290
H -2.171 -1.701 -4.853
H -0.821 -0.595 -4.568
H -0.608 -3.597 -4.192
H -1.076 -2.504 -2.889
H 1.549 -2.142 -4.366
H 1.359 -3.188 -2.970
H 2.962 -0.728 -2.712
H 0.970 1.816 -2.412
H -0.233 0.943 -3.353
H 1.534 0.467 -5.080
H 2.700 1.296 -4.054
H 2.064 2.842 -5.780
H 1.345 3.400 -4.266
H -0.131 1.810 -6.420
H -0.260 3.558 -6.185
H -0.845 2.451 -4.941
C 0.171 -6.689 -1.026
C 0.934 -5.826 -0.066
C 1.080 -6.158 1.280
C 1.922 -5.339 2.018
N 2.522 -4.284 1.514
C 2.219 -3.985 0.248
S 2.935 -2.600 -0.456
N 1.502 -4.753 -0.573
H 0.513 -7.723 -0.966
H 0.319 -6.304 -2.030
H -0.889 -6.656 -0.785
H 0.598 -7.020 1.720
H 2.152 -5.561 3.057
O -1.878 -3.169 0.524
S -0.787 -2.233 0.452
O -0.383 -1.996 -0.936
O -1.249 -0.848 0.908
O 0.363 -2.623 1.257

Values from the calculation:
- HOMO energy (alpha / beta) (eV) = -1.83 / -2.23
- 2S+1 = 2
- LUMO level (alpha / beta) (eV) = 3.956 / 3.570
- electronic energy (hartree) = -10120.87532
- orbital gap (alpha / beta) (Ha) = 0.2126 / 0.2132
- <S²> = 0.87
- total charge = -2

> Which formula does entry 2 have?

C37H58BCl30F3NO8P

> Which of these has the lowest total charge?

C37H58GeN3O6RuS2Se2Si